Record 1
Molecular formula: C26H33O5Pr
Method: DFT, ωB97M-V/def2-TZVPD

Element x y z (Å)
O -0.575 2.479 -2.959
C -1.360 1.518 -3.680
C -0.562 1.768 -4.995
H -2.405 1.684 -3.607
H -1.154 0.601 -3.183
C 0.361 2.719 -4.063
H -1.227 2.205 -5.724
H -0.277 0.881 -5.566
C 0.110 4.226 -3.981
H -0.938 4.559 -4.011
H 0.445 4.853 -4.803
H 0.432 4.750 -3.047
C 1.675 2.009 -3.805
H 1.474 0.925 -3.858
H 2.114 2.145 -2.822
H 2.489 2.148 -4.549
Pr -0.716 -0.497 1.055
C 0.808 -2.235 -0.501
C -0.160 -3.121 0.010
C -1.391 -2.912 -0.646
H 0.037 -3.953 0.713
C -1.183 -1.879 -1.590
C 0.177 -1.440 -1.501
H 0.646 -0.658 -2.147
H 1.878 -2.231 -0.199
H -2.319 -3.504 -0.515
H -1.903 -1.598 -2.377
C 1.989 -0.017 1.235
C 2.273 0.349 -0.113
C 1.864 1.701 -0.270
H 2.647 -0.336 -0.898
C 1.178 2.131 0.893
C 1.367 1.114 1.884
H 1.271 1.223 2.992
H 2.225 -0.981 1.724
H 2.112 2.365 -1.109
H 0.601 3.083 1.006
O -2.359 1.987 0.473
C -3.085 2.789 -0.538
C -4.604 2.897 -0.129
H -3.057 2.117 -1.472
H -2.587 3.777 -0.806
C -4.684 1.918 1.025
H -5.201 2.702 -1.051
H -4.846 3.957 0.056
C -3.401 1.250 1.161
H -5.381 1.104 0.783
H -5.166 2.344 1.930
H -3.252 0.280 0.665
H -3.073 1.218 2.230
O 2.633 -4.104 1.883
C 2.793 -3.768 3.188
C 4.020 -3.945 3.901
C 4.002 -3.856 5.292
C 2.753 -3.635 5.906
C 1.591 -3.316 5.207
C 1.605 -3.367 3.831
C 0.449 -3.196 2.922
O -0.223 -4.125 2.477
O 0.377 -1.939 2.515
H 3.449 -4.494 1.530
H 4.997 -4.037 3.422
H 4.879 -3.991 5.921
H 2.725 -3.576 6.978
H 0.645 -3.061 5.709

Cartesian forces (eV/Å) of the 2 atoms listed first:
-0.3 -1.4 0.8
2.1 0.0 0.1

Results
- total charge = 0
- multiplicity = 3
- strongest force on any atom (eV/Å) = 3.9
- energy above the lowest of the compared OMol25 structures with the same formula, charge and spin (kcal per mole) = 110.1
- total energy (Eh) = -1903.55552
- HOMO-LUMO gap (alpha / beta) (Ha) = 0.2505 / 0.2519
- <S²> = 2.007

***

Record 2
Molecular formula: C24H29F3GaN4O
Method: DFT, ωB97M-V/def2-TZVPD

Element x y z (Å)
C 2.940 -0.481 1.454
C 1.577 -1.385 1.566
C 0.768 -1.609 0.160
O 1.603 -1.899 -1.012
Ga 2.834 -3.307 -0.718
C 2.212 -4.794 0.567
F 2.169 -6.064 -0.218
F 3.304 -4.987 1.588
F 0.875 -4.606 1.172
H 3.038 0.263 2.382
H 3.854 -1.238 1.584
H 3.032 0.070 0.416
H 1.779 -2.407 2.146
H 0.837 -0.780 2.281
H -0.100 -2.418 0.271
H 0.204 -0.585 -0.079
H 3.163 -3.984 -2.151
H 4.216 -2.607 -0.216
N 0.326 1.756 -1.746
C 0.425 1.012 -2.869
C 1.537 1.009 -3.696
C 2.613 1.822 -3.354
C 2.540 2.601 -2.204
C 1.387 2.533 -1.439
H -0.441 0.397 -3.094
H 1.564 0.389 -4.585
H 3.501 1.848 -3.979
H 3.361 3.246 -1.911
H 1.283 3.120 -0.530
N 6.501 -2.806 -0.251
C 6.873 -2.042 -1.302
C 8.177 -1.636 -1.536
C 9.162 -2.032 -0.637
C 8.809 -2.818 0.456
C 7.479 -3.177 0.603
H 6.069 -1.755 -1.973
H 8.419 -1.024 -2.397
H 10.195 -1.732 -0.786
H 9.553 -3.144 1.175
H 7.155 -3.793 1.438
N -5.322 1.622 -1.130
C -5.528 2.697 -0.339
C -4.531 3.589 0.025
C -3.242 3.363 -0.448
C -2.999 2.263 -1.264
C -4.061 1.430 -1.575
H -6.549 2.828 0.007
H -4.753 4.438 0.661
H -2.434 4.039 -0.184
H -2.006 2.059 -1.648
H -3.923 0.560 -2.211
N -8.526 3.056 1.950
C -8.080 2.878 3.213
C -8.491 1.842 4.037
C -9.419 0.934 3.539
C -9.898 1.092 2.242
C -9.425 2.158 1.494
H -7.359 3.615 3.557
H -8.097 1.746 5.042
H -9.765 0.110 4.155
H -10.623 0.402 1.825
H -9.766 2.321 0.475

Cartesian forces (eV/Å) of the 2 atoms listed first:
0.7 -0.9 0.6
-0.8 0.4 0.9

Results
- total charge = -1
- multiplicity = 1
- strongest force on any atom (eV/Å) = 3.8
- total energy (Eh) = -3450.48442
- HOMO-LUMO gap (Ha) = 0.2458

***

Record 3
Molecular formula: C4H8O2
Method: DFT, ωB97M-V/def2-TZVPD

Element x y z (Å)
O -1.520 1.884 1.116
C -0.687 1.583 0.009
C 0.486 0.704 0.363
C 0.380 -0.612 0.319
C 0.758 -1.992 0.389
O -0.569 -1.525 -0.007
H -1.840 1.040 1.461
H -1.266 1.107 -0.797
H -0.335 2.549 -0.362
H 1.415 1.142 0.710
H 0.795 -2.506 1.346
H 1.324 -2.447 -0.421
H 0.581 -0.303 -2.363
H 0.131 -0.880 -2.492

Cartesian forces (eV/Å) of the 2 atoms listed first:
-0.1 -0.2 0.2
0.2 0.0 -0.3

Results
- total charge = 0
- multiplicity = 1
- strongest force on any atom (eV/Å) = 0.4
- energy above the lowest of the compared OMol25 structures with the same formula, charge and spin (kcal per mole) = 91.8
- total energy (Eh) = -307.56618
- HOMO-LUMO gap (Ha) = 0.3814